[1]
ORCA calculation (the ωB97M-V functional and the def2-TZVPD basis) on an isolated molecule of C18H19N3O5S2 at a distorted geometry.

Results
**Total charge**: 0
**SMILES**: CC(=O)SCC(=O)c1ccc(NS(=O)(=O)c2ccc3c(c2)OCCN3C)nc1

CARTESIAN COORDINATES (ANGSTROEM)
1 S 0.90 -0.19 1.45
2 S -4.01 6.78 -0.77
3 O -2.64 5.05 -2.12
4 O 2.03 0.40 2.17
5 O -2.51 5.84 1.87
6 O -0.14 -5.15 0.58
7 O -0.31 -0.24 2.29
8 N 2.40 -5.60 -0.60
9 N -1.28 1.84 -0.31
10 N 0.58 0.74 0.05
11 C -0.11 1.83 0.30
12 C 3.61 -6.16 0.03
13 C 0.29 -6.46 0.26
14 C 2.93 -3.22 -0.31
15 C -2.82 6.25 -1.95
16 C 1.35 -1.79 0.78
17 C 2.57 -1.93 0.07
18 C -2.08 2.88 -0.09
19 C 1.29 -6.52 -0.89
20 C 0.78 -4.14 0.43
21 C -2.77 5.02 0.99
22 C 0.34 2.89 1.11
23 C -4.09 5.22 0.24
24 C -1.86 7.21 -2.62
25 C -1.79 3.95 0.78
26 C -0.50 3.96 1.30
27 C 2.05 -4.32 -0.18
28 C 0.49 -2.89 0.94
29 H -1.84 6.99 -3.70
30 H -0.43 -2.80 1.47
31 H 0.07 0.14 -0.55
32 H -3.07 2.79 -0.52
33 H 4.48 -5.63 -0.34
34 H 3.52 -6.07 1.12
35 H -0.54 -7.10 0.04
36 H 1.32 2.86 1.60
37 H 3.78 -7.23 -0.21
38 H 0.79 -6.83 1.15
39 H -4.37 4.36 -0.37
40 H 3.24 -1.12 -0.10
41 H 1.65 -7.53 -1.06
42 H -0.17 4.79 1.88
43 H -2.15 8.24 -2.45
44 H 0.81 -6.17 -1.81
45 H -0.85 7.07 -2.24
46 H -4.85 5.35 1.03
47 H 3.91 -3.37 -0.74

[2]
ORCA calculation (the ωB97M-V functional and the def2-TZVPD basis) on an isolated molecule of C18H19N3OS.

Results
**Total charge**: 0
**SMILES**: C=CCn1c(C)cc(C(=O)CSc2nc3ccccc3[nH]2)c1C

CARTESIAN COORDINATES (ANGSTROEM)
1 S 1.89 -2.80 1.44
2 O 2.05 -2.32 -2.28
3 N -1.31 -0.09 -0.25
4 N 2.84 -0.53 0.24
5 N 1.26 -0.21 1.79
6 C -1.27 -2.29 0.86
7 C 0.25 -0.18 -1.82
8 C -0.71 0.61 -1.27
9 C -1.09 2.01 -1.62
10 C 1.60 -3.44 -0.26
11 C 1.31 -2.38 -1.31
12 C 2.59 0.82 0.26
13 C -4.65 -0.48 0.99
14 C -3.72 -0.04 0.16
15 C 1.61 1.00 1.26
16 C 1.12 2.28 1.53
17 C -2.36 0.42 0.60
18 C 2.59 3.13 -0.20
19 C 1.98 -1.08 1.16
20 C 1.62 3.32 0.79
21 C -0.75 -1.32 -0.14
22 C 3.09 1.87 -0.48
23 C 0.26 -1.41 -1.09
24 H -3.89 0.01 -0.90
25 H 2.95 3.98 -0.75
26 H -2.36 -2.22 0.92
27 H -5.62 -0.78 0.63
28 H 2.49 -3.99 -0.57
29 H -2.32 1.51 0.56
30 H 3.43 -1.03 -0.40
31 H -0.85 -2.08 1.84
32 H 0.91 0.06 -2.62
33 H 3.84 1.72 -1.25
34 H -2.16 2.09 -1.84
35 H 0.37 2.42 2.29
36 H -0.84 2.69 -0.81
37 H -0.53 2.31 -2.51
38 H -1.01 -3.31 0.58
39 H 1.26 4.33 0.97
40 H -4.49 -0.54 2.05
41 H 0.77 -4.14 -0.18
42 H -2.16 0.11 1.63

[3]
ORCA calculation (the ωB97M-V functional and the def2-TZVPD basis) on an isolated molecule of C18H19N5O2S2 at a distorted geometry.

Results
**Total charge**: 0
**SMILES**: CCCCCn1c(Sc2nc3ccccc3s2)nc2c1c(=O)[nH]c(=O)n2C

CARTESIAN COORDINATES (ANGSTROEM)
1 S 1.86 -0.70 1.26
2 S 1.12 -1.08 4.17
3 O -2.12 -1.98 -4.71
4 O -2.03 1.86 -2.30
5 N -0.62 -0.71 2.27
6 N 0.05 0.42 -0.46
7 N -2.01 -0.10 -3.45
8 N 0.64 -1.68 -0.94
9 N -0.72 -1.98 -2.92
10 C -1.65 -1.40 -3.76
11 C 0.64 -0.82 2.50
12 C -0.57 -1.04 4.58
13 C 2.59 1.68 -2.01
14 C 0.79 -0.66 -0.13
15 C -2.55 -1.11 5.89
16 C -0.64 0.05 -1.59
17 C -0.01 1.71 0.17
18 C 0.73 2.78 -0.64
19 C -0.25 -1.26 -1.86
20 C -0.27 -3.33 -3.14
21 C -1.60 0.73 -2.41
22 C -1.17 -1.18 5.82
23 C -1.34 -0.84 3.42
24 C -3.32 -0.91 4.75
25 C 4.10 1.51 -2.14
26 C 2.23 2.53 -0.79
27 C -2.73 -0.77 3.51
28 H 2.74 3.49 -0.89
29 H -2.70 0.30 -4.08
30 H 4.35 0.92 -3.01
31 H 2.14 0.69 -1.94
32 H 0.43 1.62 1.16
33 H 2.20 2.16 -2.91
34 H 0.80 -3.33 -3.33
35 H -0.81 -3.73 -4.00
36 H -0.57 -1.34 6.71
37 H -3.04 -1.22 6.85
38 H 2.62 2.05 0.11
39 H 0.57 3.72 -0.10
40 H 4.59 2.48 -2.23
41 H -1.06 1.99 0.26
42 H -4.39 -0.86 4.84
43 H -0.47 -3.94 -2.26
44 H 4.50 1.01 -1.26
45 H 0.26 2.88 -1.62
46 H -3.31 -0.61 2.62

Which ΔE to the lowest compared entry with this formula, charge and spin belongs to each record? In order, 225.3, 152.5, 0.0 kJ/mol.